P) # H8LiO4

A molecular structure, H8LiO4 (the ωB97M-V functional and the def2-TZVPD basis, the Open Molecules 2025 dataset).

LUMO level (hartree): -0.1428
HOMO-LUMO gap (Ha): 0.4553
Total charge: +1

Each line ends with the natural charge from an NBO analysis.
Atoms and positions in Å:
O1 -0.86123 -0.50931 -1.60331  -0.916
O2 -0.96323 -0.70031 0.74169  -0.988
O3 1.65177 -0.89831 0.06869  -0.978
O4 -0.16323 2.02869 0.29369  -0.998
Li1 -0.07223 0.11469 0.27169  0.875
H1 -1.08623 2.35769 0.49569  0.522
H2 1.67377 -1.66131 0.73569  0.498
H3 -0.92423 -1.78031 0.63669  0.532
H4 -0.78023 -0.78631 1.73969  0.494
H5 2.54477 -0.51031 0.11269  0.507
H6 -0.17823 -0.28131 -2.21431  0.478
H7 -1.37823 0.09869 -1.93331  0.465
H8 0.53677 2.52769 0.65469  0.508

=====

Q) # H8LiO4

A molecular structure, H8LiO4 (the ωB97M-V functional and the def2-TZVPD basis, the Open Molecules 2025 dataset).

LUMO level (hartree): -0.1246
HOMO-LUMO gap (Ha): 0.4705
Total charge: +1

Each line ends with the natural charge from an NBO analysis.
Atoms and positions in Å:
O1 -1.31314 1.23262 0.01580  -0.995
O2 1.42883 0.90466 0.98762  -0.990
O3 -0.59367 -1.93708 0.82241  -0.985
O4 0.59483 -0.48040 -1.76823  -0.986
Li1 0.05697 -0.13499 0.08847  0.905
H1 -0.32080 -2.43297 1.60485  0.506
H2 1.52815 -0.73241 -1.82033  0.503
H3 -1.95180 1.50713 0.68917  0.511
H4 -1.43166 -2.32470 0.53835  0.503
H5 2.30718 1.16193 1.29253  0.514
H6 0.35233 -0.19358 -2.65686  0.506
H7 0.91255 1.72737 0.99591  0.498
H8 -1.56975 1.70240 -0.78970  0.508

=====

Stability ranking, top and bottom: Q) is the most stable and P) is the least stable.